# 1
{"formula": "C4H10OS2", "method": "ωB97M-V/def2-TZVPD", "energy_ev": -28027.4145, "e_homo_ev": -8.98, "e_above_lowest_ev": 1.177, "homo_lumo_gap_ev": 9.49, "elements": ["C", "S", "S", "C", "C", "C", "O", "H", "H", "H", "H", "H", "H", "H", "H", "H", "H"], "xyz": [[-3.06200, -0.37871, 0.90634], [-1.60536, -1.09854, 0.06426], [-0.05395, -0.20921, 1.28888], [0.25770, 1.26077, 0.22934], [0.82666, 0.86027, -1.15634], [2.06091, -0.04710, -1.11251], [3.19587, 0.73714, -1.51870], [-3.29094, 0.67327, 0.77767], [-3.13259, -0.73022, 1.92484], [-3.77151, -0.99299, 0.31278], [0.89981, 1.92486, 0.80504], [-0.69425, 1.80274, 0.11852], [0.08020, 0.25306, -1.73934], [1.04258, 1.81479, -1.61925], [1.97596, -0.90200, -1.76641], [2.31760, -0.42343, -0.11418], [3.99133, 0.74949, -0.98160]], "atomic_forces_ev_per_a": [[-0.413, -1.749, -1.354], [1.045, 1.353, 1.790], [-1.044, -0.279, -1.188], [-0.513, -0.741, -0.299], [-0.757, -1.059, 0.633], [1.653, 1.126, 1.049], [0.060, 0.612, -1.122], [0.414, 0.079, -0.072], [0.146, 0.177, 0.257], [-0.420, 0.657, 0.517], [0.376, -0.115, -0.059], [0.262, -0.229, -0.051], [0.228, 1.157, 0.605], [0.237, -0.141, -0.712], [-0.121, -0.180, -0.334], [-0.684, -0.075, -0.066], [-0.469, -0.595, 0.409]], "lowdin_charge": [-0.48, 0.48, 0.50, -0.55, -0.26, -0.27, -0.10, 0.03, 0.02, 0.02, 0.07, 0.07, 0.09, 0.11, 0.11, 0.09, 0.08]}


# 2
{"formula": "C2H16O6", "method": "ωB97M-V/def2-TZVPD", "energy_ev": -14618.1766, "e_homo_ev": -10.32, "e_above_lowest_ev": 1.009, "homo_lumo_gap_ev": 10.64, "elements": ["C", "O", "H", "H", "H", "H", "C", "O", "H", "H", "H", "H", "O", "H", "H", "O", "H", "H", "O", "H", "H", "O", "H", "H"], "xyz": [[2.01285, 1.96902, 0.73522], [1.97221, 1.45973, -0.59875], [1.88220, 3.06575, 0.73871], [1.26138, 1.45821, 1.43350], [2.96431, 1.75921, 1.14882], [1.03516, 1.53191, -0.79425], [-1.62579, -0.31596, 1.24304], [-2.15988, -1.54239, 0.95822], [-1.44725, -0.10413, 2.32835], [-0.66506, -0.19136, 0.74033], [-2.35547, 0.47991, 0.97800], [-1.52553, -2.18864, 1.22464], [-1.44454, -0.57022, -1.85246], [-0.46444, -0.88842, -1.64744], [-1.94757, -1.11137, -1.26367], [1.14666, -1.15497, -1.15371], [1.66683, -1.60433, -1.81211], [1.67014, -0.33299, -0.96713], [-1.03591, 2.13837, -1.25125], [-1.78479, 2.65216, -0.88353], [-1.42493, 1.27079, -1.51317], [0.54388, -2.65724, 1.03665], [0.64233, -1.81822, 0.56500], [1.08319, -3.30484, 0.60701]], "atomic_forces_ev_per_a": [[-1.120, -0.080, 0.761], [-0.270, -0.279, 0.667], [-0.196, -0.482, 0.041], [0.734, 0.784, -1.075], [1.084, -0.221, 0.273], [-0.594, 0.342, -0.772], [0.174, 2.192, 1.279], [-1.437, -0.543, -0.412], [-0.048, -0.579, -0.461], [-0.054, 0.534, -0.196], [0.626, -0.527, -0.370], [0.765, -1.048, 0.199], [3.007, -0.294, -0.248], [-2.494, 1.013, -0.636], [-0.810, -0.606, 0.789], [0.569, 0.952, 0.249], [0.223, -0.476, -0.457], [-0.374, -0.160, 0.016], [-0.764, 0.060, 0.271], [0.771, -0.441, -0.331], [0.295, 0.196, 0.110], [-0.887, 0.543, 1.077], [0.354, -0.579, -0.272], [0.444, -0.299, -0.502]], "lowdin_charge": [-0.13, -0.14, 0.09, 0.10, 0.06, 0.03, -0.21, -0.09, 0.10, 0.05, 0.10, 0.04, -0.10, 0.06, 0.01, -0.06, 0.08, 0.06, -0.09, 0.05, 0.01, -0.05, 0.00, 0.03]}


# 3
{"formula": "C23H37MnN9O3P2Si2", "method": "ωB97M-V/def2-TZVPD", "energy_ev": -109660.3102, "e_homo_ev": [-1.61, -1.27], "charge": -2, "e_above_lowest_ev": 0.000, "homo_lumo_gap_ev": [6.23, 5.89], "spin_multiplicity": 2, "elements": ["Mn", "C", "Si", "C", "C", "C", "C", "C", "C", "C", "Si", "C", "C", "H", "H", "H", "H", "H", "H", "H", "H", "H", "H", "H", "H", "H", "H", "H", "H", "N", "C", "N", "N", "N", "N", "C", "N", "N", "N", "N", "H", "C", "P", "C", "C", "C", "C", "C", "C", "C", "H", "H", "H", "H", "H", "H", "H", "H", "H", "H", "H", "C", "O", "P", "O", "C", "O", "C", "H", "H", "H", "H", "H", "H", "H", "H", "H"], "xyz": [[-0.21662, -0.03970, -0.02768], [-0.79116, 1.19699, 3.58980], [-0.06885, -0.17742, 2.42293], [-0.74622, -1.69544, 3.44284], [1.75274, -0.27981, 3.06289], [2.12342, -0.31088, 4.41114], [3.45234, -0.42197, 4.79450], [4.44527, -0.49982, 3.82278], [4.09212, -0.46212, 2.48181], [2.75614, -0.35390, 2.08529], [2.14496, -0.24588, 0.27158], [3.13173, -1.64575, -0.60602], [3.14282, 1.26935, -0.37913], [-0.44318, 1.04039, 4.61711], [-1.88632, 1.16847, 3.61717], [-0.48120, 2.19090, 3.26963], [-0.47418, -1.54233, 4.49191], [-0.27596, -2.62759, 3.12620], [-1.83148, -1.82125, 3.40128], [1.35996, -0.24462, 5.18200], [3.71903, -0.44528, 5.84718], [5.48773, -0.58600, 4.11498], [4.87235, -0.51654, 1.72686], [4.21262, -1.50050, -0.49433], [2.89848, -1.65734, -1.67512], [2.88778, -2.62360, -0.18962], [4.21064, 1.11103, -0.19004], [2.85238, 2.20743, 0.10168], [3.01451, 1.38904, -1.46215], [0.41051, 2.50274, -2.35692], [0.49931, 1.20242, -2.81662], [0.79499, 0.91465, -4.07641], [0.70340, -0.42204, -4.13158], [0.37310, -0.89073, -2.97178], [0.21411, 0.12058, -2.10144], [0.42250, 2.82520, -1.01199], [0.73290, 4.04004, -0.58841], [0.67861, 3.94189, 0.75188], [0.35434, 2.74528, 1.10107], [0.15631, 1.99457, -0.00657], [0.84169, 3.19091, -2.95073], [-2.19021, -3.19162, 0.63488], [-0.75384, -2.54210, -0.32228], [-1.39132, -3.13758, -1.94753], [0.41548, -3.92848, -0.02290], [0.45666, -4.64038, 1.17323], [1.34490, -5.69361, 1.35017], [2.20416, -6.06820, 0.32814], [2.16911, -5.36698, -0.87182], [1.29188, -4.30943, -1.03985], [-2.06335, -3.02872, 1.70014], [-2.31125, -4.25894, 0.43746], [-3.06972, -2.64951, 0.30591], [-1.70900, -4.17854, -1.85094], [-0.64877, -3.00948, -2.72338], [-2.24448, -2.50620, -2.21102], [-0.20474, -4.37155, 1.98270], [1.36427, -6.22013, 2.29759], [2.90006, -6.88643, 0.46835], [2.84286, -5.63476, -1.67735], [1.29612, -3.75593, -1.97299], [-3.86076, -0.40572, 1.64470], [-3.63318, -0.53605, 0.25934], [-2.42074, 0.35299, -0.42921], [-3.04089, 1.85682, -0.21228], [-2.69574, 2.62537, 0.93630], [-3.06309, 0.09194, -1.90845], [-2.67172, 0.91523, -3.00184], [-4.57890, 0.39786, 1.83441], [-2.93914, -0.20654, 2.19262], [-4.27805, -1.34821, 2.00680], [-2.39608, 3.62069, 0.60777], [-1.87406, 2.18111, 1.49704], [-3.57459, 2.70304, 1.58310], [-2.11520, 0.32466, -3.73043], [-2.05906, 1.76066, -2.68921], [-3.57826, 1.31166, -3.46571]], "atomic_forces_ev_per_a": [[-0.445, -0.376, -0.176], [-0.016, -0.116, -0.046], [-0.061, 0.046, 0.270], [0.035, 0.074, -0.081], [-0.047, 0.057, -0.143], [-0.002, 0.004, 0.014], [-0.025, 0.006, 0.029], [0.023, -0.005, -0.027], [0.018, -0.019, 0.017], [-0.132, -0.013, -0.065], [0.330, -0.021, -0.088], [-0.048, 0.043, 0.106], [-0.132, -0.034, -0.027], [0.008, -0.059, 0.001], [-0.043, -0.001, 0.009], [0.010, -0.043, 0.008], [-0.003, 0.006, 0.024], [0.016, -0.064, -0.018], [-0.039, 0.018, -0.005], [0.004, -0.004, 0.018], [-0.005, 0.002, 0.002], [0.002, 0.003, 0.000], [0.015, -0.001, -0.005], [0.001, 0.060, 0.002], [-0.014, -0.026, -0.013], [0.057, 0.015, 0.001], [0.011, -0.021, 0.000], [0.007, -0.045, 0.003], [0.005, -0.011, 0.049], [-0.172, 0.002, 0.011], [-0.117, 0.131, -0.020], [0.023, 0.136, 0.047], [0.012, -0.131, 0.106], [0.027, -0.428, -0.126], [0.131, 0.195, 0.091], [-0.013, -0.021, 0.103], [0.046, 0.025, -0.078], [-0.068, 0.010, 0.061], [0.163, 0.030, -0.070], [0.185, 0.092, -0.052], [0.006, -0.014, 0.015], [0.207, -0.031, 0.133], [-0.237, 0.212, 0.042], [-0.122, 0.274, 0.047], [0.181, -0.069, -0.033], [0.064, 0.045, -0.049], [0.019, -0.044, 0.047], [-0.074, 0.127, -0.047], [0.066, -0.123, 0.035], [-0.085, 0.038, -0.127], [-0.011, 0.018, 0.072], [0.022, -0.001, 0.004], [-0.068, 0.012, -0.055], [0.020, 0.024, -0.022], [0.068, -0.016, -0.082], [0.019, -0.021, 0.014], [-0.049, 0.016, 0.067], [-0.001, 0.004, -0.005], [0.002, -0.007, -0.008], [0.000, 0.012, 0.003], [0.028, -0.006, 0.062], [-0.008, -0.046, 0.065], [0.066, -0.059, -0.191], [-0.156, 0.111, 0.050], [0.083, -0.140, -0.153], [0.039, 0.036, 0.055], [0.067, 0.027, 0.086], [0.032, 0.033, -0.056], [0.024, 0.014, 0.027], [0.075, 0.042, 0.031], [-0.006, 0.019, 0.011], [0.055, -0.005, 0.030], [-0.098, 0.040, -0.057], [-0.019, 0.022, -0.001], [0.036, -0.019, 0.023], [0.017, -0.004, 0.034], [-0.008, -0.038, 0.005]], "lowdin_charge": [-0.16, -0.25, 0.54, -0.24, -0.30, -0.12, -0.13, -0.13, -0.12, -0.30, 0.53, -0.23, -0.22, 0.00, 0.00, -0.01, 0.00, -0.01, -0.01, 0.08, 0.08, 0.08, 0.08, 0.01, 0.01, -0.01, 0.01, 0.00, 0.01, 0.14, -0.52, 0.01, -0.11, -0.07, -0.05, -0.50, 0.01, -0.09, -0.07, -0.08, 0.13, -0.26, 0.93, -0.27, -0.35, -0.09, -0.10, -0.11, -0.10, -0.13, 0.01, 0.05, 0.02, 0.04, 0.00, 0.04, 0.08, 0.09, 0.09, 0.10, 0.10, -0.16, -0.35, 0.76, -0.31, -0.15, -0.32, -0.14, 0.08, 0.03, 0.08, 0.08, 0.02, 0.08, 0.07, 0.06, 0.08]}


# 4
{"formula": "C14H41N7O5", "method": "ωB97M-V/def2-TZVPD", "energy_ev": -35847.5279, "e_homo_ev": -9.04, "e_above_lowest_ev": 4.718, "homo_lumo_gap_ev": 9.56, "elements": ["C", "O", "C", "C", "C", "N", "H", "H", "H", "H", "H", "H", "H", "H", "H", "H", "H", "C", "O", "C", "C", "C", "N", "H", "H", "H", "H", "H", "H", "H", "H", "H", "H", "H", "C", "O", "C", "C", "C", "N", "H", "H", "H", "H", "H", "H", "H", "H", "H", "H", "H", "N", "C", "N", "O", "H", "H", "H", "H", "N", "C", "N", "O", "H", "H", "H", "H"], "xyz": [[1.06908, 10.44294, 4.52202], [1.08179, 9.23052, 3.76183], [0.24253, 8.27597, 4.52608], [0.24255, 6.97598, 3.68057], [-0.47907, 7.18271, 2.29342], [-0.39262, 5.81220, 4.36007], [1.84316, 10.33081, 5.28119], [0.12679, 10.63448, 5.03535], [1.22567, 11.24227, 3.79768], [0.70613, 8.04366, 5.48483], [-0.78804, 8.57560, 4.71647], [1.31107, 6.77028, 3.61698], [-1.50893, 7.53409, 2.35684], [-0.69169, 6.24926, 1.77232], [0.11578, 7.67661, 1.52511], [0.28650, 5.44297, 5.01011], [-1.14830, 6.20051, 4.90621], [-6.96016, 1.46219, -4.86917], [-6.15223, 0.70711, -5.74307], [-4.81830, 1.20362, -6.10867], [-4.84476, 1.80571, -7.53141], [-4.70681, 0.71699, -8.65507], [-3.85438, 2.79293, -7.75677], [-7.97643, 1.07410, -4.93757], [-6.86351, 2.50896, -5.15733], [-6.65057, 1.19717, -3.85822], [-4.55065, 2.03541, -5.45707], [-4.10650, 0.39240, -5.95580], [-5.83303, 2.26448, -7.50069], [-3.76382, 0.19011, -8.50931], [-4.74927, 1.14846, -9.65513], [-5.55959, 0.05478, -8.50561], [-3.08147, 2.16426, -7.59096], [-3.83567, 2.90208, -8.76068], [1.47925, -9.92883, 4.37783], [2.34521, -8.97046, 3.80234], [1.66385, -8.09568, 2.86158], [1.52392, -8.72651, 1.41512], [2.87848, -8.68949, 0.69736], [0.58006, -8.04087, 0.58581], [1.97018, -10.40153, 5.22851], [1.15039, -10.66666, 3.64600], [0.60002, -9.46590, 4.82589], [0.70559, -7.88701, 3.33728], [2.22813, -7.16699, 2.77661], [1.16204, -9.75387, 1.45614], [3.24088, -7.77647, 0.22496], [2.87363, -9.37819, -0.14749], [3.66742, -9.00480, 1.38019], [0.58050, -8.31306, -0.38682], [0.90312, -7.08539, 0.53285], [0.43770, 0.22714, 1.26174], [-0.35489, -0.39037, 0.41914], [-1.48031, 0.32814, 0.47524], [-0.00716, -1.32296, -0.28286], [1.36470, -0.15165, 1.39321], [-0.04100, 0.94341, 1.78892], [-1.50339, 1.09061, 1.13721], [-2.15615, 0.14280, -0.25207], [7.85254, -2.48848, 0.66497], [7.19364, -1.42549, 0.42391], [6.98824, -0.84129, 1.55656], [7.00978, -0.93595, -0.62415], [8.04787, -2.81934, 1.59904], [8.03142, -3.04898, -0.15596], [6.64093, 0.10671, 1.58424], [7.48818, -1.30417, 2.30215]], "atomic_forces_ev_per_a": [[0.445, -0.306, -0.625], [-2.428, -0.677, 1.873], [1.175, -0.977, -1.847], [-0.831, 0.229, -0.610], [0.596, -0.997, -0.042], [0.484, 1.001, -0.227], [0.197, 0.605, 0.056], [-0.213, -0.135, -0.121], [0.380, 0.160, 0.366], [0.200, 0.198, 0.207], [-0.053, 0.691, -0.249], [-0.068, -0.289, -0.761], [0.220, 0.860, 0.420], [0.457, -0.702, 0.525], [-0.112, 0.790, 0.477], [-0.081, -0.160, 0.283], [-0.369, -0.307, 0.271], [0.825, -0.604, -0.155], [1.279, -0.744, -1.304], [-1.305, 0.556, 0.370], [-1.975, -1.819, -0.414], [-1.232, 0.425, 1.474], [1.147, 0.218, 0.629], [-0.058, 0.300, -0.421], [-0.391, 0.235, 0.580], [0.122, 0.781, 0.389], [0.102, 0.014, 0.299], [-0.040, -0.105, -0.144], [-0.246, 0.028, -0.669], [-0.016, -0.128, -0.084], [-0.014, 0.049, 0.053], [0.188, -0.456, -0.354], [1.457, 0.749, -0.038], [0.160, 0.501, -0.211], [-0.041, 0.234, 0.158], [-0.070, 0.566, -0.758], [-0.274, -1.324, -0.153], [1.169, 0.253, -0.094], [0.928, -1.180, 0.331], [-1.339, 1.565, 0.296], [0.384, -0.134, -0.341], [0.015, -0.186, 0.034], [-0.297, 0.281, -0.188], [-0.338, 0.233, -0.478], [0.171, -0.078, 0.136], [0.311, -0.166, 0.473], [-0.645, 0.636, 0.486], [-0.070, -0.344, 0.065], [0.192, -0.198, -0.033], [0.161, -0.646, 0.041], [-0.262, 0.496, 0.022], [2.941, 0.515, 2.148], [0.811, -0.336, -0.982], [-3.094, -0.590, -1.601], [-0.921, -0.134, -0.207], [-0.228, 0.475, 0.483], [1.712, -0.220, 0.554], [-0.950, -0.198, -0.911], [-0.272, 0.495, 0.517], [3.021, -6.386, -0.932], [0.400, 1.981, 0.555], [-1.718, 2.692, 4.506], [-1.525, 1.395, -4.767], [-0.078, -0.346, -0.710], [0.304, -0.329, 0.516], [0.274, -0.316, 0.281], [-0.674, 1.310, 0.553]], "lowdin_charge": [-0.12, -0.19, -0.19, -0.40, -0.06, 0.03, 0.09, 0.08, 0.09, 0.12, 0.12, 0.13, 0.07, 0.06, 0.07, 0.06, 0.06, -0.11, -0.22, -0.16, -0.47, -0.05, 0.03, 0.09, 0.09, 0.08, 0.12, 0.12, 0.13, 0.08, 0.07, 0.07, 0.07, 0.07, -0.12, -0.20, -0.15, -0.43, -0.08, 0.02, 0.09, 0.08, 0.08, 0.11, 0.12, 0.13, 0.08, 0.07, 0.07, 0.07, 0.07, 0.13, -0.75, 0.14, 0.04, 0.12, 0.10, 0.10, 0.12, 0.16, -0.87, 0.15, 0.09, 0.11, 0.13, 0.12, 0.10]}